1.
{"formula": "C15H14B3CsF6N6O11", "method": "ωB97M-V/def2-TZVPD", "total_charge": -2, "largest_force_ev_per_a": 2.0, "energy_ha": -2430.40679, "elements": ["H", "F", "H", "F", "C", "F", "H", "O", "H", "H", "H", "H", "N", "C", "H", "C", "F", "N", "O", "H", "N", "N", "C", "N", "C", "C", "C", "H", "H", "O", "O", "C", "O", "C", "O", "O", "C", "H", "B", "H", "O", "F", "O", "C", "Cs", "O", "C", "C", "B", "B", "H", "N", "F", "C", "C", "O"], "coordinates": [[-2.44, 3.88, 0.22], [1.01, 2.69, 4.87], [0.36, 3.97, 0.01], [3.20, 2.38, 4.33], [1.39, -2.22, -4.83], [-3.32, -1.17, -0.97], [-2.25, 3.84, 1.98], [-0.21, 2.22, -3.48], [0.31, -2.52, 1.08], [0.75, 2.43, -0.72], [-3.51, 2.86, 1.19], [-0.73, 0.60, 5.25], [0.07, 1.77, -4.58], [0.59, 0.42, -4.67], [-0.35, 0.14, -6.57], [-1.31, -0.09, 4.65], [3.28, -0.86, 3.78], [0.25, 1.93, 2.42], [1.64, 2.10, 2.67], [-1.96, 0.44, 3.95], [-1.84, 0.88, 0.72], [-2.01, -1.23, 2.24], [0.65, -1.63, -5.88], [0.81, -1.13, 4.18], [-1.54, 2.09, 0.98], [-0.91, -1.72, 2.69], [0.25, -0.31, -5.79], [0.65, -3.20, 2.67], [1.68, -3.26, -4.92], [-0.14, 2.38, -5.63], [-3.16, 0.61, 0.61], [1.45, -0.09, -3.62], [-0.38, -1.86, -7.91], [0.77, 2.98, 0.23], [-2.40, -1.71, 1.06], [1.39, -0.33, 5.20], [-0.09, 2.32, 1.25], [-0.82, -3.64, 1.78], [1.92, 2.35, 3.98], [1.80, 3.08, 0.56], [0.60, -3.58, -7.07], [-4.71, -1.08, 0.87], [3.77, -2.43, -2.90], [1.77, -1.50, -3.74], [0.52, -0.55, -0.81], [1.94, -2.51, -1.59], [-0.42, -1.00, 3.87], [-2.50, 3.24, 1.11], [2.32, -1.29, 4.63], [-3.43, -0.83, 0.38], [-1.94, -0.70, 5.30], [0.29, -2.39, -7.04], [2.62, -2.41, 5.34], [-0.14, -2.83, 2.02], [2.59, -2.21, -2.64], [1.88, 0.62, -2.69]]}


2.
{"formula": "C15H14ClNO2Sm", "method": "ωB97M-V/def2-TZVPD", "total_charge": -1, "largest_force_ev_per_a": 2.4, "spin_multiplicity": 6, "energy_ha": -1903.46315, "s2": 8.7635, "elements": ["H", "H", "Sm", "H", "H", "C", "H", "H", "C", "C", "C", "C", "H", "H", "H", "C", "O", "C", "C", "H", "C", "H", "Cl", "O", "H", "C", "C", "H", "H", "C", "C", "N", "C", "C"], "coordinates": [[-0.11, 2.85, 5.14], [-2.13, -1.27, -3.41], [0.08, -0.28, -1.17], [-1.20, 2.22, -1.72], [-0.10, 2.25, 2.73], [0.45, 1.76, -3.08], [0.01, -1.33, 6.18], [0.55, -3.57, -0.80], [-1.18, -2.54, -1.80], [-0.09, 1.47, 3.49], [0.98, -2.32, -2.63], [-0.09, 1.80, 4.85], [2.36, 1.41, -2.51], [-1.71, 1.57, -3.38], [-2.03, -2.85, -1.20], [-0.06, 0.78, 5.80], [0.20, -1.29, 1.10], [-0.07, 0.13, 3.09], [0.10, -1.60, -3.50], [0.39, -1.07, -4.40], [0.19, -2.91, -1.59], [1.86, 2.46, -4.57], [-0.07, 1.20, 7.46], [-0.33, 0.87, 0.85], [0.01, 2.75, -4.92], [-0.07, -0.16, 1.62], [-0.02, -0.89, 4.05], [0.02, -1.94, 3.75], [2.06, -2.42, -2.75], [0.81, 2.37, -4.29], [-1.23, -1.72, -2.98], [1.40, 1.21, -2.24], [-0.94, 1.62, -2.60], [-0.02, -0.56, 5.41]]}


3.
{"formula": "C15H14DyFNO3S2", "method": "ωB97M-V/def2-TZVPD", "total_charge": 3, "largest_force_ev_per_a": 7.7, "spin_multiplicity": 6, "energy_ha": -2639.86301, "s2": 9.8380, "elements": ["H", "C", "H", "H", "H", "C", "H", "C", "C", "F", "N", "H", "C", "C", "C", "H", "C", "O", "H", "O", "Dy", "H", "O", "H", "C", "C", "S", "H", "C", "C", "H", "S", "C", "C", "C", "H", "H"], "coordinates": [[-1.26, 4.44, 1.07], [2.06, 2.25, 3.10], [-0.96, 0.88, -2.21], [-0.94, -3.36, -2.21], [-1.90, -0.69, -4.97], [-0.85, -0.45, 0.43], [-2.20, 2.19, -3.61], [-0.38, 3.86, 1.59], [-1.12, -0.41, -4.13], [3.86, -1.84, 2.22], [0.89, -0.15, 2.63], [-3.08, -1.61, -2.39], [2.07, 3.92, 3.01], [0.68, -3.27, -0.30], [0.82, 1.35, 2.45], [1.83, -0.46, 2.97], [1.17, -2.35, 1.01], [3.35, -4.23, 1.25], [-0.53, -1.36, -3.75], [-2.78, 1.43, -3.25], [-2.43, -4.29, -2.76], [-3.38, -0.20, -1.14], [2.03, -3.53, 3.37], [0.81, 5.93, 2.23], [-0.55, -2.75, -1.28], [-0.37, 2.19, 1.69], [-1.76, 1.16, 0.91], [1.18, -4.29, -0.60], [0.42, -0.91, 1.41], [0.83, 4.74, 2.27], [2.97, 4.54, 3.48], [2.64, -3.06, 1.99], [-1.83, 0.36, -2.83], [-2.56, -0.73, -1.80], [-1.30, -1.34, -0.88], [2.96, 1.72, 3.63], [-0.36, 0.34, -4.61]]}


Copy entry 3 word for word.
{"formula": "C15H14DyFNO3S2", "method": "ωB97M-V/def2-TZVPD", "total_charge": 3, "largest_force_ev_per_a": 7.7, "spin_multiplicity": 6, "energy_ha": -2639.86301, "s2": 9.8380, "elements": ["H", "C", "H", "H", "H", "C", "H", "C", "C", "F", "N", "H", "C", "C", "C", "H", "C", "O", "H", "O", "Dy", "H", "O", "H", "C", "C", "S", "H", "C", "C", "H", "S", "C", "C", "C", "H", "H"], "coordinates": [[-1.26, 4.44, 1.07], [2.06, 2.25, 3.10], [-0.96, 0.88, -2.21], [-0.94, -3.36, -2.21], [-1.90, -0.69, -4.97], [-0.85, -0.45, 0.43], [-2.20, 2.19, -3.61], [-0.38, 3.86, 1.59], [-1.12, -0.41, -4.13], [3.86, -1.84, 2.22], [0.89, -0.15, 2.63], [-3.08, -1.61, -2.39], [2.07, 3.92, 3.01], [0.68, -3.27, -0.30], [0.82, 1.35, 2.45], [1.83, -0.46, 2.97], [1.17, -2.35, 1.01], [3.35, -4.23, 1.25], [-0.53, -1.36, -3.75], [-2.78, 1.43, -3.25], [-2.43, -4.29, -2.76], [-3.38, -0.20, -1.14], [2.03, -3.53, 3.37], [0.81, 5.93, 2.23], [-0.55, -2.75, -1.28], [-0.37, 2.19, 1.69], [-1.76, 1.16, 0.91], [1.18, -4.29, -0.60], [0.42, -0.91, 1.41], [0.83, 4.74, 2.27], [2.97, 4.54, 3.48], [2.64, -3.06, 1.99], [-1.83, 0.36, -2.83], [-2.56, -0.73, -1.80], [-1.30, -1.34, -0.88], [2.96, 1.72, 3.63], [-0.36, 0.34, -4.61]]}